No. 1
The following is a DFT calculation (wB97M-V/def2-TZVPD) of a gas-phase ion, C8H14NO3P (charge -2) at a distorted geometry.

XYZ file:
```
27
Properties=species:S:1:pos:R:3:lowdin_charge:R:1
H -0.72094 -0.45726 1.54618 0.12
C -0.63539 2.14673 0.73371 -0.12
N 0.46439 -1.42602 -2.42837 0.14
H -1.03742 3.15419 0.41986 0.06
H -1.51807 -2.44887 -0.61466 0.08
H 0.09301 2.46455 1.57740 0.09
H -2.31603 -0.86964 -0.13075 0.08
H 1.68249 -1.91951 1.16241 0.05
C -0.09010 1.40981 -0.47572 -0.41
O 3.19336 -1.08916 0.21899 -0.48
C 0.47192 -0.75072 -1.50578 -0.34
C -1.59109 -1.66216 0.20604 -0.13
P 2.42664 0.26156 0.23658 0.18
H 0.50778 -2.48126 2.28204 0.06
H -1.62678 2.52634 -1.91611 0.09
H -1.52184 0.58152 -1.81591 0.08
O 2.89021 1.18499 -0.88151 -0.45
C 0.47441 -0.06875 -0.28468 -0.34
O 2.24779 0.83112 1.66346 -0.46
C -0.29748 -1.01706 0.70001 -0.38
C -0.97031 1.57294 -1.69124 -0.11
H 0.81646 2.02031 -0.63314 0.10
H -1.47545 1.69537 1.29287 0.05
H 0.23385 -3.01198 0.58091 0.06
H -0.30292 1.72162 -2.47448 0.04
H -1.96767 -2.18639 1.02013 0.03
C 0.56919 -2.18226 1.21175 -0.10
```

HOMO-LUMO gap, eV: 5.83
HOMO, eV: 0.00
Relative energy (zero: lowest compared OMol25 entry of this formula, charge and spin), eV: 0.0128
Lowest unoccupied orbital energy, eV: 5.83
Net charge: -2


No. 2
The following is a DFT calculation (wB97M-V/def2-TZVPD) of 2 unconnected molecules or ions with the total composition C2H6N2O2S at a distorted geometry.

XYZ file:
```
13
Properties=species:S:1:pos:R:3:lowdin_charge:R:1
H -4.72651 1.18497 1.36737 -0.01
H 1.41856 -1.52692 -0.90643 0.11
H -3.56486 0.52610 -1.13428 -0.25
S -2.94416 0.45249 -0.04858 0.64
O 3.35726 -0.15182 1.02084 0.10
H 4.35241 0.18761 1.22086 0.22
H -4.02158 -0.32669 1.74806 -0.03
N -4.34591 0.31835 1.08209 -0.35
O 4.19867 -0.61714 -1.00629 0.07
H 0.14651 0.38934 -1.33518 0.03
N 1.07471 0.51344 -0.97245 0.12
C 1.79416 -0.52027 -0.79634 -0.12
C 3.26073 -0.42947 -0.23967 -0.54
```

HOMO-LUMO gap, eV: 9.72
HOMO, eV: -9.20
Relative energy (zero: lowest compared OMol25 entry of this formula, charge and spin), eV: 2.2416
Lowest unoccupied orbital energy, eV: 0.52
Net charge: 0